1.
Entry from OMol25: a structure of composition C35H59MoN11O4SSe (wB97M-V/def2-TZVPD).

## Properties
multiplicity	3
E	-139841.17882	eV
energy above the lowest of the compared OMol25 structures with the same formula, charge and spin	7.0	kcal/mol
Kohn-Sham gap (spin up / spin down)	6.14 / 6.45	eV
expectation value of S²	2.0195
charge	+4
E_HOMO (spin up / spin down)	-0.6483 / -0.6525	hartree
LUMO level (spin up / spin down)	-11.5 / -11.3	eV

CARTESIAN COORDINATES (ANGSTROEM)
Mo1 -0.42 -0.31 0.19
N1 -1.43 -2.25 4.48
C1 -1.42 -0.85 4.07
C2 -0.95 -0.67 2.65
O1 0.06 -1.26 2.17
O2 -1.52 0.17 1.87
H1 -1.74 -2.29 5.45
H2 -0.48 -2.62 4.50
H3 -2.83 -3.50 3.68
H4 -0.75 -0.22 4.68
H5 -2.42 -0.42 4.14
N2 5.52 -0.03 -1.61
C3 4.26 -0.16 -1.22
C4 3.91 -0.23 0.15
C5 2.60 -0.35 0.51
N3 1.58 -0.43 -0.39
C6 1.91 -0.37 -1.71
C7 3.19 -0.24 -2.16
H6 6.27 0.04 -0.95
H7 5.76 0.04 -2.59
H8 4.67 -0.18 0.92
H9 2.32 -0.40 1.55
H10 1.10 -0.43 -2.42
H11 3.38 -0.19 -3.22
O3 -0.37 6.28 -3.96
C8 1.02 6.25 -3.66
N4 1.14 5.64 -2.35
C9 1.15 4.30 -2.22
O4 1.25 3.50 -3.13
C10 0.97 3.75 -0.82
C11 1.28 4.36 0.38
C12 1.02 3.68 1.57
C13 0.45 2.43 1.51
N5 0.16 1.82 0.35
C14 0.44 2.47 -0.79
H12 -0.50 6.77 -4.78
H13 1.44 7.25 -3.60
H14 1.58 5.65 -4.37
H15 0.88 6.20 -1.56
H16 1.73 5.35 0.41
H17 1.26 4.12 2.52
H18 0.22 1.89 2.42
H19 0.24 1.98 -1.73
C15 -5.04 1.03 -4.03
C16 -5.12 2.51 -4.40
C17 -4.79 3.48 -3.25
C18 -3.31 3.72 -2.99
N6 -2.59 2.50 -2.55
C19 -2.62 1.84 -1.42
S1 -1.95 0.18 -1.53
N7 -3.13 2.24 -0.27
C20 -3.62 3.58 0.11
C21 -2.48 4.56 0.36
C22 -2.99 5.95 0.75
C23 -3.73 6.66 -0.38
H20 -5.42 0.42 -4.85
H21 -5.65 0.81 -3.15
H22 -4.02 0.69 -3.84
H23 -6.13 2.73 -4.73
H24 -4.48 2.73 -5.25
H25 -5.29 3.15 -2.34
H26 -5.21 4.46 -3.49
H27 -3.15 4.51 -2.27
H28 -2.81 4.03 -3.91
H29 -2.11 2.01 -3.30
H30 -3.10 1.55 0.47
H31 -4.19 3.44 1.02
H32 -4.31 3.94 -0.64
H33 -1.85 4.63 -0.53
H34 -1.85 4.15 1.16
H35 -2.13 6.55 1.05
H36 -3.62 5.87 1.63
H37 -3.11 6.75 -1.27
H38 -3.99 7.68 -0.08
H39 -4.66 6.17 -0.65
C24 -5.23 -3.79 4.87
C25 -4.63 -4.68 3.79
C26 -3.84 -5.84 4.39
C27 -5.65 -5.15 2.78
N8 -3.57 -3.85 3.04
N9 -3.97 -2.68 2.30
H40 -5.94 -4.39 5.44
H41 -5.80 -2.96 4.46
H42 -4.48 -3.42 5.56
H43 -4.51 -6.46 4.97
H44 -3.06 -5.49 5.06
H45 -3.40 -6.47 3.61
H46 -6.34 -5.84 3.27
H47 -5.19 -5.70 1.95
H48 -6.26 -4.34 2.38
H49 -3.09 -4.47 2.38
H50 -4.57 -2.14 2.92
H51 -4.57 -2.99 1.53
C28 1.04 -4.58 -2.73
N10 1.43 -4.29 -1.35
C29 0.79 -3.53 -0.46
Se1 -0.85 -2.63 -0.78
N11 1.46 -3.55 0.69
C30 2.60 -4.35 0.56
C31 3.61 -4.70 1.45
C32 4.58 -5.55 0.96
C33 4.55 -6.03 -0.36
C34 3.55 -5.68 -1.24
C35 2.57 -4.82 -0.74
H52 0.13 -4.04 -2.98
H53 0.86 -5.65 -2.83
H54 1.84 -4.28 -3.40
H55 1.16 -3.05 1.52
H56 3.63 -4.34 2.47
H57 5.38 -5.86 1.62
H58 5.33 -6.70 -0.68
H59 3.52 -6.07 -2.25

Here are the Mulliken charges for atoms 1 to 6, given in e: atom 1 (Mo): 0.16, atom 2 (N): -0.51, atom 3 (C): -1.03, atom 4 (C): 1.03, atom 5 (O): -0.60, atom 6 (O): -0.72



2.
Entry from OMol25: a cluster of 4 separate species, C35H60BClN7O6P2S2 in total (wB97M-V/def2-TZVPD).

## Properties
E	-113414.94569	eV
Kohn-Sham gap	6.85	eV
charge	+1
E_HOMO	-0.3607	hartree
LUMO level	-3.0	eV

CARTESIAN COORDINATES (ANGSTROEM)
C1 1.59 -4.38 2.99
C2 2.07 -2.85 3.37
C3 1.10 -1.72 2.61
C4 1.67 -1.57 1.10
C5 0.60 -0.94 -0.01
P1 -0.07 -2.55 -0.86
N1 -0.48 -3.80 0.41
O1 1.13 -3.35 -1.82
N2 -0.58 -0.46 0.76
C6 -1.50 0.51 0.09
S1 -3.19 -0.42 0.15
C7 -1.69 1.75 1.11
C8 -3.15 2.22 1.63
C9 -4.05 3.14 0.62
C10 -5.29 2.35 -0.12
O2 -6.17 1.84 0.94
C11 -6.67 0.48 0.66
C12 -1.22 0.84 -1.50
C13 -1.86 2.31 -1.88
C14 -1.68 2.82 -3.42
C15 -2.20 4.39 -3.59
Cl1 -0.84 5.45 -4.34
N3 0.13 0.55 -2.08
C16 0.24 -0.20 -3.37
C17 -1.02 -0.23 -4.42
N4 -1.91 -1.30 -4.37
C18 1.21 0.19 -1.02
B1 2.68 -0.24 -1.73
O3 3.29 0.60 -2.83
O4 3.44 -1.46 -1.46
C19 4.89 -1.27 -1.43
C20 5.45 -0.41 -0.12
P2 1.79 1.79 -0.06
O5 3.52 2.14 -0.31
O6 1.01 3.26 -0.57
S2 1.68 1.73 1.87
H1 2.31 -5.22 3.45
H2 0.50 -4.57 3.39
H3 1.63 -4.58 1.81
H4 2.13 -2.69 4.54
H5 3.14 -2.72 2.85
H6 1.21 -0.74 3.29
H7 0.01 -2.16 2.71
H8 2.66 -0.92 1.18
H9 2.05 -2.64 0.73
H10 -1.47 -3.53 0.67
H11 -0.59 -4.74 -0.07
H12 0.93 -4.33 -1.75
H13 -1.12 -1.33 1.04
H14 -3.38 -0.80 1.50
H15 -1.09 2.75 0.84
H16 -1.16 1.43 2.14
H17 -3.78 1.39 2.22
H18 -2.88 2.97 2.52
H19 -3.40 3.80 -0.13
H20 -4.60 3.95 1.31
H21 -4.97 1.57 -0.93
H22 -5.91 3.19 -0.69
H23 -6.61 0.18 -0.47
H24 -6.08 -0.25 1.38
H25 -7.80 0.46 1.05
H26 -2.00 0.09 -2.02
H27 -3.04 2.16 -1.76
H28 -1.50 3.20 -1.23
H29 -2.41 2.18 -4.10
H30 -0.59 2.70 -3.84
H31 -3.18 4.39 -4.28
H32 -2.50 4.75 -2.50
H33 0.49 1.52 -2.36
H34 0.54 -1.33 -3.33
H35 1.06 0.32 -4.08
H36 -1.18 0.60 -5.24
H37 -2.64 -1.13 -5.13
H38 3.57 -0.01 -3.58
H39 5.37 -0.91 -2.45
H40 5.36 -2.36 -1.27
H41 4.59 -0.06 0.60
H42 6.25 -0.98 0.50
H43 5.97 0.57 -0.56
H44 3.64 2.99 0.25
H45 1.46 3.64 -1.39
N5 -5.30 6.46 0.43
C21 -5.66 7.24 -0.62
C22 -6.29 8.46 -0.50
C23 -6.58 8.92 0.78
C24 -6.23 8.15 1.88
C25 -5.60 6.94 1.66
H46 -5.41 6.83 -1.60
H47 -6.55 9.05 -1.37
H48 -7.08 9.88 0.92
H49 -6.45 8.48 2.89
H50 -5.30 6.29 2.48
N6 8.34 -0.11 2.24
C26 8.60 -0.39 3.53
C27 9.77 -1.00 3.97
C28 10.72 -1.35 3.02
C29 10.48 -1.08 1.68
C30 9.28 -0.46 1.34
H51 7.82 -0.10 4.24
H52 9.93 -1.19 5.03
H53 11.65 -1.83 3.33
H54 11.20 -1.34 0.92
H55 9.05 -0.23 0.31
N7 -0.84 -6.89 -0.51
C31 -0.08 -8.00 -0.60
C32 -0.50 -9.26 -0.20
C33 -1.79 -9.39 0.32
C34 -2.59 -8.26 0.42
C35 -2.08 -7.04 -0.01
H56 0.92 -7.85 -1.01
H57 0.15 -10.12 -0.30
H58 -2.15 -10.36 0.64
H59 -3.60 -8.32 0.82
H60 -2.67 -6.13 0.05

Here are the Mulliken charges for atoms 1 to 6, given in e: atom 1 (C): -0.73, atom 2 (C): -0.54, atom 3 (C): 0.01, atom 4 (C): -0.30, atom 5 (C): -0.32, atom 6 (P): 0.06



Look up the charge of the second one.
+1



Among the records above, which one has the highest E?
C35H60BClN7O6P2S2



Among the records above, which one has the highest charge?
C35H59MoN11O4SSe